(1)
This record from the OMol25 dataset describes the molecule C10H17O4P at a distorted geometry. The level of theory is ωB97M-V with the def2-TZVPD basis set.

* gap between HOMO and LUMO: 8.992 eV
* max |F|: 7.6 eV/Å
* DFT total energy: -28121.96476 eV
* ΔE to the lowest compared entry with this formula, charge and spin: 0.771 eV

Each line ends with the natural charge from an NBO analysis.
Element x y z (Å)
C 3.020 -2.233 -0.157  -0.419
C 2.396 -0.950 -0.269  0.025
C 3.303 -0.130 -1.231  -0.136
O 2.755 1.131 -1.497  -0.475
C 1.449 1.175 -1.088  0.383
C 0.904 2.556 -1.025  -0.668
C 1.067 0.198 -0.238  -0.527
P -0.537 -0.225 0.575  2.369
O -0.801 -1.642 0.884  -1.110
O -0.364 0.629 1.938  -0.802
C -1.198 0.331 3.064  -0.066
C -2.721 0.598 3.080  -0.624
O -1.785 0.353 -0.310  -0.817
C -2.319 -0.726 -1.163  -0.081
C -1.507 -0.861 -2.444  -0.645
H 2.410 -3.059 0.224  0.209
H 3.988 -2.444 -0.421  0.198
H 4.273 0.177 -0.977  0.202
H 3.439 -0.638 -2.164  0.182
H 0.397 2.749 -1.923  0.230
H 1.719 3.308 -1.043  0.246
H 0.247 2.640 -0.112  0.241
H -0.874 -0.606 3.433  0.193
H -0.645 0.886 3.842  0.180
H -3.111 -0.173 2.454  0.219
H -3.010 0.287 4.005  0.217
H -2.887 1.556 2.858  0.211
H -2.197 -1.626 -0.625  0.220
H -3.386 -0.549 -1.331  0.192
H -1.780 -1.856 -2.837  0.219
H -1.854 -0.081 -3.137  0.207
H -0.394 -0.776 -2.363  0.227

---

(2)
This record from the OMol25 dataset describes a structure of composition C3H4O2Yb at a distorted geometry. The level of theory is ωB97M-V with the def2-TZVPD basis set.

* charge: +2
* gap between HOMO and LUMO: 5.768 eV
* max |F|: 3.7 eV/Å
* DFT total energy: -38779.97475 eV
* ΔE to the lowest compared entry with this formula, charge and spin: 0.000 eV

Each line ends with the natural charge from an NBO analysis.
Element x y z (Å)
C 1.495 0.970 -1.144  0.194
C 0.371 0.320 -1.559  -0.374
H 0.245 0.018 -2.600  0.264
H -0.467 0.230 -0.865  0.230
C 1.740 0.277 0.194  0.491
O 2.182 -0.867 0.359  -0.801
Yb 2.874 -2.473 1.995  1.958
H 1.500 0.907 1.065  0.171
O 2.520 1.244 -1.948  -0.662
H 2.401 2.111 -2.359  0.528

---

(3)
This record from the OMol25 dataset describes the molecule C17H24N2O3 at a distorted geometry. The level of theory is ωB97M-V with the def2-TZVPD basis set.

* gap between HOMO and LUMO: 8.416 eV
* max |F|: 5.1 eV/Å
* DFT total energy: -27138.71366 eV
* ΔE to the lowest compared entry with this formula, charge and spin: 4.571 eV

Each line ends with the natural charge from an NBO analysis.
Element x y z (Å)
C 1.870 -3.550 0.671  -0.609
C 0.887 -3.316 -0.485  -0.487
C -0.084 -2.164 -0.197  0.699
O -1.105 -2.587 0.309  -0.619
N 0.224 -0.832 -0.312  -0.502
C 1.424 -0.607 -1.014  0.151
C 2.560 -0.340 -0.261  -0.220
C 3.772 0.028 -0.963  -0.189
C 3.871 -0.098 -2.382  -0.229
C 2.722 -0.367 -3.063  -0.207
C 1.483 -0.524 -2.419  -0.216
C -0.773 0.206 0.186  0.113
C -1.140 -0.044 1.764  0.790
O -2.334 -0.311 2.098  -0.582
O -0.083 -0.249 2.666  -0.526
C -0.495 -0.652 3.961  -0.255
C -0.086 1.517 0.000  -0.440
C -1.069 2.663 0.138  -0.199
N -2.415 2.650 -0.462  -0.459
C -3.186 3.855 -0.263  -0.392
C -3.087 1.354 -0.496  -0.223
C -2.101 0.259 -0.774  -0.401
H 2.318 -2.570 1.076  0.209
H 2.841 -4.077 0.311  0.213
H 1.458 -4.196 1.462  0.221
H 0.339 -4.217 -0.632  0.237
H 1.441 -3.112 -1.467  0.209
H 2.619 -0.360 0.824  0.230
H 4.639 0.252 -0.303  0.215
H 4.833 0.277 -2.759  0.228
H 2.750 -0.390 -4.169  0.220
H 0.555 -0.570 -2.974  0.226
H -0.731 -1.752 3.926  0.196
H 0.266 -0.468 4.674  0.190
H -1.356 -0.061 4.264  0.201
H 0.621 1.602 0.776  0.228
H 0.221 1.760 -0.986  0.227
H -0.491 3.519 -0.112  0.201
H -1.283 2.619 1.209  0.139
H -3.460 3.877 0.752  0.163
H -2.597 4.762 -0.513  0.199
H -4.093 3.818 -0.889  0.200
H -3.922 1.372 -1.209  0.205
H -3.468 1.239 0.510  0.185
H -2.633 -0.711 -0.707  0.254
H -1.723 0.496 -1.763  0.204

---

(4)
This record from the OMol25 dataset describes the molecule C6H15N3O at a distorted geometry. The level of theory is ωB97M-V with the def2-TZVPD basis set.

* gap between HOMO and LUMO: 9.441 eV
* max |F|: 2.3 eV/Å
* DFT total energy: -12981.87690 eV
* ΔE to the lowest compared entry with this formula, charge and spin: 1.791 eV

Each line ends with the natural charge from an NBO analysis.
Element x y z (Å)
C -0.993 -0.198 -1.860  -0.628
C -0.620 -1.110 -0.703  0.004
C 0.630 -1.925 -1.004  -0.638
N -0.620 -0.464 0.777  -0.506
C -1.068 -1.283 1.879  -0.434
C 0.474 0.338 1.057  0.781
O 1.269 0.167 1.981  -0.619
N 0.588 1.440 0.159  -0.345
C 1.867 2.124 0.077  -0.411
N -0.553 2.290 0.014  -0.642
H -1.227 -0.808 -2.741  0.219
H -1.892 0.384 -1.637  0.214
H -0.181 0.473 -2.153  0.227
H -1.457 -1.804 -0.586  0.196
H 0.887 -2.585 -0.171  0.221
H 0.460 -2.550 -1.889  0.220
H 1.493 -1.284 -1.204  0.213
H -1.777 -2.104 1.724  0.212
H -1.583 -0.718 2.668  0.205
H -0.312 -1.804 2.478  0.208
H 1.890 2.762 -0.810  0.210
H 2.010 2.737 0.973  0.181
H 2.671 1.385 0.040  0.218
H -1.363 1.666 0.078  0.368
H -0.593 2.872 0.854  0.328

---

(5)
This record from the OMol25 dataset describes the molecule CH4N2O2S at a distorted geometry. The level of theory is ωB97M-V with the def2-TZVPD basis set.

* spin multiplicity: 3
* expectation value of S²: 2.0093
* gap between HOMO and LUMO (spin up / spin down): 7.650 / 9.291 eV
* max |F|: 2.7 eV/Å
* DFT total energy: -19005.61920 eV
* ΔE to the lowest compared entry with this formula, charge and spin: 2.113 eV

Each line ends with the natural charge from an NBO analysis.
Element x y z (Å)
C 1.429 -0.293 0.343  -0.816
N -2.469 -0.139 -0.204  0.136
N -1.155 -0.383 -0.009  -0.780
O -3.202 -1.049 0.124  -0.201
O 0.007 1.957 0.252  -0.917
S 0.005 0.619 -0.263  1.826
H 1.320 -0.399 1.417  0.265
H 1.424 -1.268 -0.129  0.255
H 2.330 0.263 0.107  0.249
H 0.311 0.693 -1.639  -0.018

---

(6)
This record from the OMol25 dataset describes the molecule C5H8N2 at a distorted geometry. The level of theory is ωB97M-V with the def2-TZVPD basis set.

* gap between HOMO and LUMO (spin up / spin down): 8.079 / 7.989 eV
* max |F|: 1.4 eV/Å
* DFT total energy: -8290.53815 eV
* ΔE to the lowest compared entry with this formula, charge and spin: 4.458 eV

Each line ends with the natural charge from an NBO analysis.
Element x y z (Å)
N -1.124 -1.116 -1.640  -0.797
C -0.788 -0.493 -0.384  -0.191
C 0.162 -1.306 0.541  0.222
N 0.704 -2.264 0.919  -0.346
C -0.181 0.836 -0.624  -0.079
C 0.941 1.310 0.228  -0.559
C 0.679 0.698 1.526  -0.301
H -1.672 -1.961 -1.512  0.370
H -0.283 -1.346 -2.159  0.367
H -1.715 -0.457 0.211  0.229
H -0.700 1.500 -1.333  0.201
H 1.932 1.098 -0.210  0.236
H 0.839 2.406 0.312  0.249
H -0.229 0.965 2.064  0.190
H 1.434 0.129 2.061  0.210

---

(7)
This record from the OMol25 dataset describes the molecule C5H10ClN at a distorted geometry. The level of theory is ωB97M-V with the def2-TZVPD basis set.

* gap between HOMO and LUMO: 9.366 eV
* max |F|: 4.8 eV/Å
* DFT total energy: -19355.65816 eV
* ΔE to the lowest compared entry with this formula, charge and spin: 4.031 eV

Each line ends with the natural charge from an NBO analysis.
Element x y z (Å)
Cl -3.056 -0.715 -0.695  -0.100
C -2.225 0.330 0.526  -0.363
C -0.975 0.831 -0.074  -0.225
N -0.027 -0.138 -0.493  -0.443
C 1.326 0.473 -0.891  -0.231
C 2.033 -0.729 -0.315  -0.422
C 0.617 -1.220 0.304  -0.208
H -2.921 1.088 0.781  0.223
H -2.022 -0.268 1.475  0.211
H -1.194 1.774 -0.718  0.233
H -0.635 1.470 0.926  0.129
H 1.488 1.104 -2.010  0.201
H 1.627 1.272 -0.255  0.177
H 2.730 -0.555 0.772  0.208
H 2.559 -1.523 -0.977  0.230
H 0.358 -2.383 0.265  0.214
H 0.317 -0.812 1.378  0.164

---

(8)
This record from the OMol25 dataset describes the molecule C2H6N2O2 at a distorted geometry. The level of theory is ωB97M-V with the def2-TZVPD basis set.

* gap between HOMO and LUMO: 9.603 eV
* max |F|: 2.0 eV/Å
* DFT total energy: -9243.39591 eV
* ΔE to the lowest compared entry with this formula, charge and spin: 3.922 eV

Each line ends with the natural charge from an NBO analysis.
Element x y z (Å)
C -0.875 1.586 -0.005  -0.657
C 0.036 0.450 0.083  0.343
N 1.317 0.611 -0.079  -0.208
O 1.964 -0.650 -0.049  -0.621
N -0.482 -0.791 0.330  -0.344
O -1.738 -1.013 -0.279  -0.566
H -1.504 1.622 0.861  0.222
H -1.575 1.429 -0.828  0.240
H -0.320 2.492 -0.046  0.240
H 2.899 -0.390 -0.093  0.487
H 0.200 -1.516 0.046  0.390
H -2.320 -1.287 0.465  0.474